[1]
{
  "formula": "C29H30IN5O2PV",
  "method": "ωB97M-V/def2-TZVPD",
  "total_charge": 2,
  "relative_energy_kj_mol": 59.09,
  "spin_multiplicity": 3,
  "e_tot_ev": -85168.781,
  "elements": ["V", "I", "C", "C", "C", "C", "C", "C", "C", "C", "C", "P", "C", "C", "C", "C", "C", "C", "C", "C", "C", "C", "C", "C", "C", "H", "H", "H", "H", "H", "H", "H", "H", "H", "H", "H", "H", "H", "H", "H", "H", "N", "C", "C", "O", "O", "H", "H", "H", "H", "C", "C", "C", "C", "N", "C", "N", "N", "N", "H", "H", "H", "H", "H", "H", "H", "H", "H", "H"],
  "xyz": [[1.952, -0.106, 0.831], [1.758, 2.475, 0.025], [0.713, 2.838, -1.756], [0.908, 4.132, -2.125], [0.249, 4.648, -3.256], [-0.594, 3.838, -3.944], [-0.799, 2.487, -3.564], [-1.712, 1.717, -4.324], [-1.971, 0.423, -4.009], [-1.285, -0.158, -2.932], [-0.368, 0.527, -2.167], [0.404, -0.609, -0.967], [1.161, -1.911, -1.993], [1.584, -3.105, -1.405], [2.219, -4.075, -2.165], [2.453, -3.857, -3.517], [2.051, -2.666, -4.106], [1.411, -1.695, -3.347], [-1.043, -1.314, -0.105], [-1.504, -2.614, -0.292], [-2.652, -3.049, 0.360], [-3.353, -2.190, 1.189], [-2.922, -0.878, 1.351], [-1.773, -0.446, 0.713], [-0.119, 1.912, -2.444], [1.561, 4.777, -1.551], [0.406, 5.679, -3.547], [-1.135, 4.214, -4.804], [-2.210, 2.194, -5.163], [-2.678, -0.164, -4.581], [-1.486, -1.200, -2.714], [1.428, -3.287, -0.351], [2.535, -5.001, -1.700], [2.950, -4.615, -4.110], [2.229, -2.494, -5.162], [1.101, -0.770, -3.818], [-0.991, -3.292, -0.957], [-3.003, -4.061, 0.204], [-4.248, -2.533, 1.694], [-3.497, -0.193, 1.961], [-1.472, 0.593, 0.801], [3.917, 0.114, -2.030], [4.647, -0.814, -1.156], [3.900, -0.719, 0.143], [3.860, 0.375, 0.823], [3.029, -1.623, 0.485], [3.947, -0.208, -2.988], [4.330, 1.036, -2.000], [5.698, -0.569, -1.013], [4.554, -1.830, -1.524], [-2.790, -0.131, 5.400], [-2.185, 1.271, 5.428], [-2.672, 2.136, 4.269], [-0.661, 1.250, 5.498], [-0.025, 0.689, 4.273], [0.370, 1.306, 3.185], [0.881, 0.384, 2.384], [0.768, -0.819, 3.029], [0.210, -0.646, 4.158], [-3.880, -0.067, 5.397], [-2.494, -0.715, 6.274], [-2.489, -0.688, 4.507], [-2.478, 1.759, 6.360], [-2.359, 1.729, 3.301], [-2.308, 3.167, 4.346], [-3.762, 2.177, 4.259], [-0.303, 0.639, 6.322], [-0.266, 2.258, 5.612], [0.303, 2.368, 3.004]],
  "mulliken_charge": [-0.079, 0.219, 0.404, -0.875, -0.867, -0.948, 1.037, -0.809, -1.195, -0.540, 0.695, 2.149, 0.624, -0.495, -0.920, -0.708, -0.673, -0.709, 0.681, 0.004, -0.795, -0.763, -0.645, -0.869, 0.253, 0.446, 0.421, 0.417, 0.433, 0.473, 0.427, 0.474, 0.454, 0.454, 0.473, 0.484, 0.471, 0.468, 0.440, 0.576, 0.440, -0.470, -0.784, 1.334, -0.591, -0.478, 0.241, 0.227, 0.454, 0.334, -1.469, 0.937, -1.272, -1.192, 0.591, -0.299, 0.253, 0.018, -0.799, 0.432, 0.379, 0.249, 0.293, 0.088, 0.358, 0.432, 0.378, 0.458, 0.373]
}


[2]
{
  "formula": "C29H30N4O7",
  "method": "ωB97M-V/def2-TZVPD",
  "e_tot_ev": -50852.896,
  "elements": ["C", "H", "O", "C", "C", "C", "C", "C", "C", "O", "C", "H", "H", "H", "H", "C", "H", "H", "C", "N", "C", "O", "C", "N", "C", "O", "C", "N", "N", "C", "O", "C", "C", "C", "C", "C", "C", "H", "H", "H", "H", "C", "C", "C", "C", "C", "C", "H", "O", "C", "H", "H", "H", "O", "C", "H", "H", "H", "H", "H", "H", "H", "H", "H", "H", "H", "H", "H", "H", "H"],
  "xyz": [[-0.213, -2.194, 3.353], [-1.080, -2.807, 3.619], [-0.515, -1.315, 2.297], [-0.987, -1.852, 1.130], [-0.921, -3.191, 0.789], [-1.421, -3.632, -0.426], [-2.023, -2.757, -1.313], [-2.091, -1.408, -0.974], [-1.565, -0.942, 0.220], [-1.553, 0.364, 0.607], [-2.108, 1.327, -0.255], [-3.189, 1.192, -0.365], [-1.906, 2.288, 0.216], [-1.645, 1.308, -1.246], [-2.566, -0.712, -1.643], [-2.606, -3.304, -2.592], [-3.594, -3.723, -2.379], [-1.971, -4.127, -2.929], [-2.756, -2.301, -3.736], [-1.505, -1.641, -4.030], [-1.381, -0.306, -4.046], [-2.305, 0.478, -3.952], [0.083, 0.154, -4.151], [0.702, 0.053, -2.849], [1.079, -1.125, -2.314], [1.063, -2.173, -2.945], [1.510, -0.999, -0.892], [1.283, 0.165, -0.367], [1.551, 0.440, 0.894], [2.171, -0.444, 1.776], [2.480, -0.111, 2.902], [2.432, -1.768, 1.205], [3.014, -2.745, 2.016], [3.229, -4.012, 1.525], [2.865, -4.322, 0.216], [2.302, -3.370, -0.602], [2.079, -2.074, -0.123], [2.021, -3.605, -1.616], [3.030, -5.321, -0.160], [3.677, -4.768, 2.154], [3.284, -2.472, 3.025], [1.143, 1.732, 1.304], [0.569, 1.950, 2.543], [0.146, 3.225, 2.871], [0.268, 4.296, 1.994], [0.852, 4.070, 0.731], [1.278, 2.787, 0.414], [1.726, 2.632, -0.555], [1.046, 4.976, -0.269], [0.853, 6.357, -0.061], [1.177, 6.829, -0.988], [-0.196, 6.597, 0.123], [1.459, 6.730, 0.767], [-0.163, 5.563, 2.296], [-0.704, 5.809, 3.570], [-0.940, 6.872, 3.583], [0.016, 5.589, 4.364], [-1.621, 5.234, 3.738], [-0.305, 3.376, 3.838], [0.436, 1.138, 3.235], [0.638, 0.831, -2.208], [0.118, 1.192, -4.483], [0.628, -0.485, -4.851], [-0.660, -2.199, -3.961], [-3.102, -2.835, -4.630], [-3.489, -1.526, -3.502], [-1.347, -4.681, -0.673], [-0.472, -3.903, 1.462], [0.634, -2.846, 3.115], [0.060, -1.558, 4.194]],
  "mulliken_charge": [-1.068, 0.419, -0.147, 0.987, -0.341, -1.389, 0.184, 0.381, 0.000, -0.419, -0.804, 0.350, 0.142, 0.264, 0.565, -1.049, 0.401, 0.434, -1.057, -0.025, 0.644, -0.658, -1.038, 0.078, 0.483, -0.800, 0.367, -0.658, 0.360, 0.612, -0.673, -0.281, -0.570, -0.569, -0.791, -0.484, 0.867, 0.607, 0.451, 0.424, 0.507, -0.663, -0.765, -0.805, 1.491, 0.194, -0.053, 0.538, -0.477, -0.821, 0.295, 0.251, 0.298, -0.471, -0.958, 0.258, 0.356, 0.344, 0.389, 0.410, 0.187, 0.432, 0.371, 0.286, 0.357, 0.462, 0.365, 0.442, 0.377, 0.199]
}


[3]
{
  "formula": "C29H31AgF6N4O5PSSb",
  "method": "ωB97M-V/def2-TZVPD",
  "total_charge": 1,
  "relative_energy_kj_mol": 59.30,
  "spin_multiplicity": 2,
  "e_tot_ev": -93739.383,
  "elements": ["Ag", "N", "C", "P", "O", "O", "C", "N", "H", "H", "H", "H", "H", "H", "H", "H", "H", "H", "O", "S", "C", "C", "C", "C", "C", "C", "C", "C", "C", "C", "C", "C", "H", "H", "H", "H", "H", "H", "H", "H", "H", "H", "O", "C", "N", "C", "C", "O", "N", "C", "C", "C", "C", "C", "C", "C", "C", "C", "C", "C", "C", "H", "H", "H", "H", "H", "H", "H", "H", "H", "H", "H", "F", "Sb", "F", "F", "F", "F", "F"],
  "xyz": [[-0.420, 0.066, -0.284], [2.551, -0.600, 2.853], [1.984, 0.536, 2.074], [2.727, 0.416, 0.392], [3.959, -0.398, 0.566], [1.731, 0.109, -0.716], [3.214, 2.138, -0.084], [3.209, 2.120, -1.589], [3.437, -0.870, 2.391], [1.906, -1.468, 2.837], [2.726, -0.352, 3.823], [2.284, 1.474, 2.540], [0.900, 0.473, 2.090], [4.200, 2.430, 0.266], [2.441, 2.847, 0.207], [4.023, 1.630, -1.959], [3.173, 3.053, -1.994], [2.368, 1.573, -1.854], [0.163, 2.298, 0.191], [-0.954, 3.349, 0.258], [-0.715, 4.376, -1.164], [0.384, 5.223, -1.294], [0.530, 5.959, -2.455], [-0.422, 5.853, -3.468], [-1.513, 5.012, -3.326], [-1.667, 4.260, -2.166], [-0.470, 4.479, 1.541], [-1.351, 5.510, 1.846], [-1.037, 6.374, 2.881], [0.138, 6.201, 3.605], [1.001, 5.161, 3.297], [0.695, 4.288, 2.260], [1.089, 5.328, -0.476], [1.366, 6.637, -2.568], [-0.314, 6.445, -4.367], [-2.251, 4.939, -4.114], [-2.507, 3.589, -2.041], [-2.271, 5.632, 1.287], [-1.715, 7.178, 3.132], [0.373, 6.877, 4.416], [1.910, 5.026, 3.869], [1.343, 3.459, 2.017], [1.293, -2.899, 3.003], [0.793, -3.068, 1.886], [0.527, -4.257, 1.310], [-0.116, -4.106, 0.010], [-0.053, -2.577, -0.049], [-0.446, -1.887, -1.048], [0.447, -2.026, 1.028], [-1.555, -4.633, 0.030], [-1.810, -5.841, 0.673], [-3.085, -6.380, 0.681], [-4.124, -5.717, 0.043], [-3.873, -4.520, -0.608], [-2.594, -3.980, -0.621], [0.686, -4.731, -1.131], [0.222, -4.598, -2.437], [0.924, -5.166, -3.486], [2.089, -5.884, -3.243], [2.549, -6.021, -1.945], [1.852, -5.442, -0.891], [0.614, -5.119, 1.819], [-1.015, -6.389, 1.166], [-3.266, -7.320, 1.186], [-5.123, -6.132, 0.053], [-4.677, -3.990, -1.101], [-2.428, -3.040, -1.123], [-0.696, -4.062, -2.637], [0.555, -5.057, -4.497], [2.630, -6.336, -4.063], [3.455, -6.579, -1.744], [2.240, -5.543, 0.114], [-2.004, 0.993, 1.528], [-3.566, 0.674, 0.446], [-2.707, -1.006, 0.148], [-4.508, 0.049, 1.924], [-4.922, 0.281, -0.772], [-4.107, 2.454, 0.658], [-2.418, 1.229, -1.029]],
  "mulliken_charge": [0.948, -0.119, -0.820, 1.246, -0.884, -0.957, -0.208, -0.230, 0.418, 0.064, 0.396, 0.709, 0.214, 0.439, -0.240, 0.382, 0.337, 0.241, 0.124, 0.725, 0.338, -0.286, -0.793, -0.452, -0.609, -0.356, 0.073, -0.491, -0.704, -0.510, -0.837, 0.543, 0.469, 0.439, 0.405, 0.429, 0.446, 0.472, 0.415, 0.409, 0.434, -0.188, -0.851, 0.086, 0.108, 2.925, 0.366, -0.903, -0.465, 0.020, -0.377, -1.008, -0.418, -1.297, 0.079, -0.218, -0.088, -1.002, -0.469, -0.891, -0.341, 0.276, 0.292, 0.403, 0.414, 0.445, 0.563, 0.418, 0.413, 0.406, 0.408, 0.413, -0.692, 2.395, -0.518, -0.512, -0.528, -0.552, -0.730]
}


For each record above, in turn, the calculated F_max values are 1.270, 1.153, 0.587 eV/A.